The following is a quantum chemistry calculation of C40H32I2N4O3PTl as an isolated structure, from the Open Molecules 2025 dataset.

## Properties
Energy above the lowest of the compared OMol25 structures with the same formula, charge and spin in eV: 0.543
Highest occupied orbital energy in eV: -1.265
Net charge: -2
E_tot in eV: -84287.37986

XYZ file:
```
83
Properties=species:S:1:pos:R:3:forces:R:3:lowdin_charge:R:1
Tl -0.266480 0.643542 0.334281 -0.276 -0.032 0.212 0.9715
I -6.153174 5.465759 -3.402539 0.160 -0.192 0.069 0.6957
C -4.742333 4.008947 -2.793636 -0.299 0.214 -0.144 -0.7507
C -4.613523 2.832633 -3.516728 0.038 0.088 0.103 -0.2716
C -3.664852 1.927660 -3.097930 0.099 -0.314 0.011 -0.6259
I -3.377643 0.145057 -4.178343 -0.049 0.130 0.022 0.7919
C -2.785248 2.100830 -1.971008 -0.022 0.053 -0.414 -0.4944
O -1.876548 1.273069 -1.708421 -0.024 0.069 0.124 -0.2645
C -3.019712 3.321408 -1.241075 0.009 0.079 0.121 -0.1611
C -2.162635 3.642952 -0.045136 0.061 -0.093 0.062 -0.1735
N -2.348105 2.707429 1.081216 -0.293 -0.204 -0.152 -0.0840
C -3.721536 2.607517 1.548482 0.193 0.119 0.014 -0.1680
C -4.023217 1.338246 2.310834 0.061 0.060 -0.008 -0.2636
C -4.741447 1.371544 3.502370 0.026 -0.110 0.074 -0.0426
C -4.995357 0.178597 4.164161 -0.048 0.161 0.020 -0.0957
C -4.548508 -1.005041 3.609220 0.112 -0.177 -0.030 -0.0830
C -3.867476 -0.947294 2.397652 -0.098 0.203 0.037 -0.1256
N -3.614588 0.193621 1.768721 0.145 -0.110 -0.135 0.1346
C -3.958022 4.241167 -1.671816 -0.004 -0.073 0.065 -0.1489
H -5.229850 2.634719 -4.382626 0.020 -0.011 -0.015 0.0668
H -2.385768 4.672687 0.276216 0.040 0.046 -0.118 0.1152
H -1.112332 3.606126 -0.350891 -0.107 0.045 0.187 0.0747
H -1.737185 2.968554 1.843722 0.125 0.032 -0.025 0.1072
H -4.362396 2.616177 0.665432 -0.053 0.009 -0.047 0.1247
H -4.014373 3.467384 2.173198 -0.104 0.025 -0.037 0.1131
H -5.089151 2.315260 3.904820 0.067 0.013 0.005 0.0986
H -5.528017 0.181964 5.108281 -0.010 -0.019 -0.010 0.0942
H -4.700701 -1.954697 4.106093 -0.026 0.006 -0.030 0.0927
H -3.517282 -1.846004 1.902634 0.084 -0.020 0.068 0.1121
H -4.076594 5.167452 -1.120981 0.021 -0.011 0.038 0.0881
C 1.051514 -6.694805 -2.748288 -0.014 -0.029 -0.021 -0.1297
C 1.635640 -5.531053 -3.222785 0.029 -0.004 -0.015 -0.1109
C 1.589558 -4.360172 -2.472208 0.052 0.033 0.104 -0.0915
C 0.959023 -4.326516 -1.229368 -0.045 0.064 0.057 -0.3606
C 0.374724 -5.513343 -0.768234 0.081 0.029 -0.018 -0.1250
C 0.422937 -6.683337 -1.507308 0.016 0.021 0.020 -0.1151
P 0.620513 -2.825630 -0.144584 0.184 -0.559 -0.582 1.0760
C 1.509583 -1.572618 -1.180411 -0.045 -0.073 0.093 -0.4449
C 2.788867 -1.095179 -0.909340 -0.008 0.040 -0.015 -0.0763
C 3.381534 -0.154493 -1.743698 0.004 -0.010 -0.006 -0.0918
C 2.702244 0.328315 -2.852540 -0.002 -0.007 0.026 -0.0948
C 1.414342 -0.120039 -3.117972 0.000 0.039 -0.068 -0.0818
C 0.825761 -1.060598 -2.288609 -0.022 -0.101 0.049 -0.1645
C 1.871248 -3.179547 1.156414 -0.163 0.373 0.280 -0.3360
C 3.020715 -3.922460 1.077230 -0.150 -0.034 -0.027 -0.1088
C 3.873822 -3.989038 2.201386 0.103 -0.063 0.082 -0.1152
C 3.563940 -3.344744 3.370090 0.030 0.012 0.051 -0.0656
C 2.380432 -2.575495 3.489782 -0.114 0.014 -0.242 -0.1932
C 2.001089 -1.867961 4.653109 0.001 -0.003 0.043 -0.0847
C 0.866578 -1.097542 4.625963 -0.014 -0.028 0.142 -0.1206
C 0.064026 -0.995990 3.466539 0.090 -0.130 -0.058 -0.1895
C 0.352300 -1.664982 2.288790 0.062 0.344 0.237 -0.1914
C 1.535587 -2.464759 2.351073 -0.089 -0.150 -0.193 -0.2449
H 1.073431 -7.601578 -3.342105 0.026 0.002 0.012 0.0843
H 2.138722 -5.532474 -4.183827 -0.027 0.015 -0.004 0.0902
H 2.056460 -3.460541 -2.856179 -0.016 -0.007 -0.021 0.0945
H -0.128191 -5.498973 0.194384 -0.025 -0.038 -0.024 0.0979
H -0.039418 -7.586535 -1.124528 0.001 0.007 0.003 0.0888
H 3.320575 -1.441346 -0.033097 -0.011 -0.021 0.023 0.1052
H 4.372312 0.216018 -1.510989 -0.012 0.008 0.008 0.0948
H 3.167776 1.064570 -3.498040 -0.027 0.038 0.030 0.0919
H 0.852790 0.285256 -3.951001 -0.010 -0.021 0.016 0.1044
H -0.189596 -1.387724 -2.489142 -0.010 0.052 0.024 0.1047
H 3.287784 -4.449600 0.167571 -0.022 0.016 -0.015 0.0966
H 4.799606 -4.551270 2.130160 -0.018 -0.023 0.005 0.0833
H 4.242159 -3.395901 4.218035 0.008 -0.032 -0.009 0.0941
H 2.608673 -1.935571 5.550705 0.039 0.023 -0.022 0.0877
H 0.582576 -0.547695 5.521122 -0.001 -0.013 0.004 0.0823
H -0.820118 -0.357900 3.534181 0.043 0.050 -0.021 0.0592
C 3.011843 4.744047 -2.689796 -0.051 0.007 0.056 -0.0555
N 2.842412 4.020119 -1.450179 -0.156 0.021 0.024 -0.0729
C 3.895766 3.431027 -0.821971 0.042 -0.036 0.117 -0.1102
C 3.731811 2.669411 0.270654 0.046 -0.016 -0.092 -0.0263
C 2.366374 2.378357 0.713013 -0.070 0.051 0.056 -0.5898
O 2.146830 1.550572 1.610983 0.108 0.104 -0.096 -0.1017
N 1.340436 3.034980 0.100694 -0.092 0.083 0.217 0.1096
C 1.524339 3.913196 -0.893615 0.405 0.024 -0.177 -0.5244
O 0.658731 4.637935 -1.382950 -0.027 -0.074 -0.070 0.0007
H 4.037684 5.108379 -2.767912 0.006 -0.008 0.022 0.0747
H 2.314905 5.578365 -2.701885 0.023 0.014 -0.030 0.0770
H 2.794146 4.107267 -3.553094 -0.002 0.028 -0.007 0.0842
H 4.871117 3.630851 -1.253448 0.000 -0.004 -0.019 0.1107
H 4.566143 2.211475 0.781020 -0.007 -0.014 -0.015 0.0968
```
Forces are in eV/Å.


The following is a quantum chemistry calculation of a 4-piece molecular cluster, C23H30NO4P overall, from the Open Molecules 2025 dataset.

## Properties
Highest occupied orbital energy in eV: -8.269
SMILES: NCP(CCC(=O)O)COO.c1ccccc1.c1ccccc1.c1ccccc1
E_tot in eV: -43302.82580

XYZ file:
```
59
Properties=species:S:1:pos:R:3:forces:R:3:nbo_charge:R:1
N 0.037990 3.042069 -2.973286 -0.401 0.271 0.245 -0.8297
C -1.037156 2.103708 -2.691347 0.588 0.121 -0.875 -0.4861
P -0.885908 0.378071 -3.427437 -0.114 -1.121 0.875 0.6832
C 0.456907 0.348953 -4.687125 -0.278 0.536 -0.007 -0.7100
C 1.824990 0.303210 -4.001932 -0.670 -0.387 -0.329 -0.5210
C 2.145869 -1.047861 -3.401084 1.496 -0.216 1.519 0.8009
O 2.945002 -1.168982 -2.480675 -1.523 0.052 -1.359 -0.5734
O 1.501417 -2.103773 -3.964118 -0.203 0.643 -0.158 -0.7128
C -2.434018 0.174545 -4.438955 0.354 0.027 0.413 -0.3758
O -3.050201 -1.107897 -4.332170 0.044 -0.161 -0.280 -0.2792
O -3.110006 -1.557812 -2.983249 0.238 0.084 0.046 -0.4328
H 0.153712 3.230028 -3.953890 0.178 -0.051 -0.158 0.3587
H 0.909388 2.787120 -2.544430 0.206 -0.035 -0.055 0.3575
H -1.078860 1.976504 -1.619693 -0.200 -0.093 0.276 0.2177
H -1.968545 2.548444 -3.022632 -0.298 0.080 0.059 0.2060
H 0.372995 1.150380 -5.418490 0.216 0.250 -0.029 0.2140
H 0.324098 -0.576106 -5.232469 -0.205 -0.214 -0.136 0.2580
H 2.588945 0.584380 -4.715714 0.399 0.029 -0.005 0.2462
H 1.846530 0.976061 -3.158354 0.346 0.300 0.099 0.2279
H 1.124037 -2.653031 -3.272428 0.297 -0.427 0.252 0.5099
H -3.161835 0.943063 -4.181199 -0.093 0.242 0.080 0.1825
H -2.176229 0.259023 -5.488729 -0.173 -0.012 -0.301 0.2144
H -3.772370 -0.985607 -2.574089 -0.188 0.061 -0.082 0.4458
C -5.890368 2.647048 0.217420 0.009 0.010 0.016 -0.2145
C -6.050278 1.722595 -0.804193 -0.034 -0.010 -0.048 -0.1996
C -5.072940 0.763534 -1.029422 0.112 0.046 0.071 -0.2498
C -3.932384 0.731260 -0.235631 0.009 -0.074 -0.090 -0.1598
C -3.772375 1.659440 0.783314 0.046 0.017 0.030 -0.2342
C -4.751519 2.615779 1.010303 -0.006 0.008 -0.012 -0.2064
H -6.654943 3.391216 0.397376 -0.006 0.011 -0.005 0.2147
H -6.937476 1.747185 -1.423188 -0.012 -0.005 -0.002 0.2136
H -5.212225 0.040154 -1.824780 -0.108 0.015 0.024 0.1901
H -3.165853 -0.017244 -0.403671 -0.001 0.005 -0.007 0.2086
H -2.883232 1.634393 1.400961 0.009 -0.018 0.000 0.2215
H -4.627317 3.337912 1.806553 0.001 0.007 0.010 0.2144
C 0.598294 -0.116281 3.647599 0.013 0.002 -0.017 -0.2020
C 0.144670 1.195167 3.612059 -0.005 -0.007 0.011 -0.2180
C 0.160174 1.902163 2.417668 -0.026 0.014 -0.009 -0.2388
C 0.630869 1.297146 1.260713 -0.011 0.001 -0.013 -0.1636
C 1.090756 -0.011681 1.297224 0.018 -0.032 -0.097 -0.2201
C 1.073817 -0.719218 2.490649 -0.049 0.016 0.038 -0.2279
H 0.581846 -0.667898 4.578750 -0.003 0.000 0.013 0.2098
H -0.219460 1.666699 4.515504 -0.008 0.002 0.009 0.2133
H -0.193070 2.925140 2.387653 0.002 0.011 0.006 0.2130
H 0.641035 1.848448 0.328491 0.014 0.014 -0.003 0.1952
H 1.464102 -0.479454 0.394580 0.004 -0.005 -0.007 0.2214
H 1.429662 -1.740908 2.518139 -0.023 -0.022 -0.006 0.2166
C 4.216557 -2.217337 3.706850 0.027 0.003 -0.015 -0.1615
C 3.529090 -2.664120 4.826135 -0.009 0.003 -0.004 -0.2234
C 4.145138 -3.526164 5.722515 -0.005 -0.006 0.005 -0.2179
C 5.449339 -3.943403 5.497738 0.000 -0.003 0.001 -0.2137
C 6.135619 -3.500936 4.375393 0.006 0.000 -0.002 -0.2122
C 5.519858 -2.637415 3.480489 0.004 -0.010 0.009 -0.2307
H 3.738509 -1.540401 3.011793 0.007 0.024 -0.007 0.2070
H 2.511156 -2.339328 5.000902 -0.006 0.013 0.008 0.2047
H 3.609030 -3.872684 6.596487 -0.005 -0.003 0.008 0.2111
H 5.931035 -4.613985 6.197374 0.003 -0.010 0.003 0.2116
H 7.151310 -3.829682 4.198017 0.012 0.000 0.002 0.2119
H 6.054824 -2.291629 2.605729 0.003 0.006 -0.008 0.2137
```
Forces are in eV/Å.